No. 1
{"formula": "C3H12O2S", "method": "ωB97M-V with the def2-TZVPD basis set", "elements": ["C", "C", "C", "S", "H", "H", "H", "H", "H", "H", "H", "H", "O", "H", "H", "O", "H", "H"], "coordinates": [[0.2102, 1.6844, 2.1945], [1.1401, 0.5290, 1.9064], [0.6274, -0.4632, 0.8647], [1.8024, -0.9888, -0.4227], [0.6355, 2.4277, 2.8556], [-0.0405, 2.2270, 1.2743], [-0.7722, 1.3326, 2.5182], [1.3298, -0.0316, 2.8264], [2.1213, 0.8852, 1.5800], [0.3750, -1.3798, 1.3878], [-0.2943, -0.2203, 0.3465], [1.9205, 0.2378, -0.9497], [-0.9209, -2.4335, -3.9646], [-0.5647, -2.3214, -3.0783], [-0.8081, -1.5438, -4.3216], [-2.5565, -0.2056, -1.6199], [-1.8279, -0.0643, -1.0083], [-2.3771, 0.3286, -2.3895]], "forces_ev_per_a": [[-0.735, 0.194, -1.013], [0.562, -0.025, -0.023], [-0.163, -0.837, 0.045], [-0.023, 0.218, 0.136], [-0.028, -0.084, 0.438], [0.281, -0.033, -0.090], [0.175, 0.036, 0.513], [0.027, 0.104, -0.022], [-0.111, 0.145, 0.047], [-0.009, -0.326, -0.068], [-0.096, 0.638, 0.167], [0.113, -0.038, -0.120], [0.185, 0.445, -0.012], [-0.039, -0.259, 0.229], [-0.123, -0.198, -0.220], [-0.151, -0.323, 0.383], [-0.011, 0.096, -0.134], [0.146, 0.248, -0.257]], "lowdin_charge": [-0.1185, -0.3257, -0.5838, 0.6896, 0.0687, 0.0734, 0.0772, 0.1051, 0.0896, 0.0639, 0.0320, -0.1453, -0.0613, 0.0160, 0.0293, -0.0421, 0.0026, 0.0293], "smiles": "CCCS.O.O", "total_charge": 0, "max_force_ha_per_bohr": 0.0246, "e_above_lowest_ev": 0.616, "homo_energy_ev": -9.468}


No. 2
{"formula": "C3H12O2S2", "method": "ωB97M-V with the def2-TZVPD basis set", "elements": ["C", "C", "S", "S", "C", "H", "H", "H", "H", "H", "H", "H", "H", "O", "H", "H", "O", "H", "H"], "coordinates": [[-0.1925, 0.7871, -2.4302], [-0.4978, 0.9783, -0.9602], [0.7102, 0.0813, 0.2426], [1.3422, 1.7360, 1.3150], [-0.1731, 2.1283, 2.2618], [-1.1074, 1.0768, -2.9563], [0.4808, 1.5671, -2.8060], [0.2864, -0.1571, -2.6563], [-1.3656, 0.4148, -0.6172], [-0.5541, 1.9694, -0.5340], [-0.6734, 3.0479, 1.9659], [0.1881, 2.0640, 3.2833], [-0.9535, 1.3835, 2.1178], [1.3187, -3.0077, -0.7745], [2.2428, -3.2135, -1.0271], [1.2390, -2.0645, -0.7269], [-1.1254, -2.7356, 1.3677], [-0.8961, -3.4547, 1.9517], [-0.2693, -2.6015, 0.9830]], "forces_ev_per_a": [[0.110, 1.929, 0.138], [0.694, -2.086, 1.549], [-0.198, 1.550, -0.620], [-0.351, -0.409, -0.376], [0.049, -0.546, -0.002], [-0.064, -0.975, -0.314], [0.335, -0.153, 0.400], [-0.589, -0.325, -0.202], [-0.461, 0.310, -0.611], [0.034, 0.332, -0.453], [0.596, 0.391, 0.215], [-0.557, 0.528, 0.256], [0.351, -0.444, 0.005], [0.639, -1.298, -0.208], [-0.865, 0.399, 0.271], [0.317, 0.874, -0.057], [-0.351, -0.072, 0.292], [-0.414, -0.482, 0.499], [0.725, 0.476, -0.785]], "lowdin_charge": [-0.1554, -0.5003, 0.4739, 0.4341, -0.4575, 0.0767, 0.0734, 0.0632, 0.0532, 0.0383, 0.0317, 0.0158, 0.0291, -0.0771, 0.0606, -0.0894, -0.0606, 0.0301, -0.0397], "smiles": "CCSSC.O.O", "total_charge": 0, "max_force_ha_per_bohr": 0.0523, "e_above_lowest_ev": 1.078, "homo_energy_ev": -8.740}


No. 3
{"formula": "C3H12O2S2", "method": "ωB97M-V with the def2-TZVPD basis set", "elements": ["C", "C", "S", "S", "C", "H", "H", "H", "H", "H", "H", "H", "H", "O", "H", "H", "O", "H", "H"], "coordinates": [[-2.2476, 0.6291, 1.4265], [-1.3924, 0.5139, 0.1577], [0.1560, 1.4089, 0.2511], [0.4736, 1.8459, -1.7910], [0.7532, 0.1684, -2.4227], [-2.4196, 1.6303, 1.7976], [-1.7397, 0.0481, 2.2034], [-3.1759, 0.0876, 1.2474], [-1.2161, -0.5382, -0.0883], [-1.9337, 0.8668, -0.7222], [1.4962, 0.1378, -3.2125], [1.0166, -0.5404, -1.6432], [-0.2196, -0.1642, -2.7928], [3.2292, -0.3678, 0.0677], [2.4522, 0.2103, 0.0648], [2.8052, -1.1959, 0.3078], [0.8521, -1.7412, 1.3889], [0.9250, -1.9670, 2.3134], [0.1857, -1.0325, 1.4463]], "forces_ev_per_a": [[0.707, -1.149, -0.138], [-1.000, -0.136, -0.474], [0.383, 0.685, -0.913], [0.258, -0.336, 1.151], [-0.909, -0.339, -0.105], [-0.038, 0.218, -0.201], [-0.102, 0.243, 0.269], [-0.189, 0.263, 0.040], [0.116, -0.020, 0.288], [0.000, 0.382, 0.142], [0.064, 0.192, -0.024], [0.352, 0.238, 0.179], [0.233, -0.109, -0.306], [-0.329, 0.135, -0.150], [0.265, 0.201, 0.040], [0.092, -0.310, 0.183], [-0.732, 0.519, 0.017], [0.381, -0.451, 0.450], [0.450, -0.225, -0.451]], "lowdin_charge": [-0.1529, -0.6491, 0.5252, 0.4784, -0.4651, 0.0695, 0.0607, 0.0771, 0.0657, 0.0605, 0.0350, 0.0152, 0.0245, -0.0810, -0.0511, 0.0039, -0.0540, 0.0458, -0.0083], "smiles": "CCSSC.O.O", "total_charge": 0, "max_force_ha_per_bohr": 0.0264, "e_above_lowest_ev": 0.591, "homo_energy_ev": -8.982}


No. 4
{"formula": "C3H12O3", "method": "ωB97M-V with the def2-TZVPD basis set", "elements": ["C", "O", "H", "H", "H", "H", "C", "O", "H", "H", "H", "H", "C", "O", "H", "H", "H", "H"], "coordinates": [[-0.5490, 3.9243, -0.6161], [-0.2043, 5.1128, -1.3330], [0.0514, 3.8369, 0.2966], [-1.6102, 3.9503, -0.3357], [-0.3915, 3.0576, -1.2543], [-0.3689, 5.8453, -0.7313], [-0.1534, -3.6232, 1.9741], [-0.1232, -3.5088, 0.5622], [0.8308, -3.6354, 2.4510], [-0.6891, -2.7716, 2.4289], [-0.7339, -4.4982, 2.2611], [0.4718, -2.7639, 0.3628], [0.3703, -0.5784, -0.8617], [1.4032, -1.5480, -0.9068], [-0.5417, -0.9460, -1.3492], [0.0927, -0.4570, 0.1849], [0.5691, 0.3958, -1.3131], [1.5758, -1.7925, -1.8203]], "forces_ev_per_a": [[-0.278, 0.470, 0.191], [-0.032, -0.355, 0.154], [-0.022, -0.176, -0.125], [0.126, -0.131, 0.004], [0.148, 0.134, -0.071], [0.057, 0.052, -0.152], [-0.632, 0.650, 0.399], [0.434, 0.262, 0.402], [0.091, -0.300, -0.224], [0.075, -0.063, -0.130], [0.239, -0.200, -0.181], [-0.166, -0.498, -0.328], [-1.140, -0.248, -0.044], [0.210, 0.402, -0.007], [0.109, -0.107, -0.025], [0.223, 0.204, 0.015], [0.593, -0.067, 0.098], [-0.034, -0.030, 0.023]], "lowdin_charge": [-0.1613, -0.1273, 0.0764, 0.0764, 0.0655, 0.0707, -0.1755, -0.1309, 0.0759, 0.0727, 0.0734, 0.0309, -0.1569, -0.1214, 0.0868, 0.0820, 0.0701, 0.0926], "smiles": "CO.CO.CO", "total_charge": 0, "max_force_ha_per_bohr": 0.0227, "e_above_lowest_ev": 1.473, "homo_energy_ev": -9.962}


No. 5
{"formula": "C3H12O3", "method": "ωB97M-V with the def2-TZVPD basis set", "elements": ["C", "C", "C", "O", "H", "H", "H", "H", "H", "H", "H", "H", "O", "H", "H", "O", "H", "H"], "coordinates": [[-1.9197, -0.3016, -0.6661], [-0.8262, -1.0590, 0.0596], [0.4348, -0.2371, 0.3238], [0.9372, 0.3889, -0.9019], [-1.5303, 0.4108, -1.3925], [-2.6306, -0.9443, -1.1890], [-2.5183, 0.3122, 0.0111], [-0.5487, -1.9568, -0.5067], [-1.1473, -1.4282, 1.0348], [1.2149, -0.8957, 0.6845], [0.1752, 0.6774, 0.8458], [1.1485, -0.2693, -1.5734], [2.1477, -0.8007, 3.0127], [3.0505, -0.4788, 2.8788], [2.2097, -1.7010, 2.6552], [-0.4261, 2.7092, -1.9045], [-0.0144, 3.5436, -1.6514], [0.2430, 2.0306, -1.7207]], "forces_ev_per_a": [[-0.579, 0.524, -0.005], [0.418, -0.202, -0.038], [-0.575, 0.428, -2.248], [0.140, -0.277, -0.055], [0.172, -0.177, -0.079], [0.154, -0.149, 0.087], [0.077, -0.062, 0.164], [0.065, 0.081, -0.039], [-0.223, -0.034, 0.044], [0.067, 0.438, 0.728], [0.331, -0.392, 1.020], [-0.067, -0.137, 0.177], [0.550, -0.477, -0.243], [-0.242, 0.169, 0.141], [-0.230, 0.265, 0.251], [0.175, 0.188, -0.030], [-0.080, -0.142, -0.067], [-0.152, -0.044, 0.191]], "lowdin_charge": [-0.1034, -0.2454, -0.2165, -0.1228, 0.0531, 0.0709, 0.0771, 0.1053, 0.1074, 0.0887, 0.1268, 0.0914, -0.0668, 0.0433, 0.0386, -0.0768, 0.0326, -0.0035], "smiles": "CCCO.O.O", "total_charge": 0, "max_force_ha_per_bohr": 0.0459, "e_above_lowest_ev": 0.327, "homo_energy_ev": -10.495}


No. 6
{"formula": "C3H12O3S", "method": "ωB97M-V with the def2-TZVPD basis set", "elements": ["O", "C", "C", "C", "S", "H", "H", "H", "H", "H", "H", "H", "H", "O", "H", "H", "O", "H", "H"], "coordinates": [[0.0493, -0.8080, 1.1352], [-0.4690, -1.9451, 0.3719], [-0.7688, -1.5980, -1.0465], [0.5478, -1.1818, -1.7528], [0.1529, 0.1567, -3.0072], [-0.6761, -0.2105, 0.8791], [-1.3591, -2.3156, 0.8978], [0.2926, -2.7310, 0.4187], [-1.5812, -0.8887, -1.2324], [-1.1512, -2.4546, -1.6198], [1.2397, -0.7478, -1.0346], [1.0919, -1.9623, -2.2981], [0.6156, 1.2158, -2.2789], [1.6732, 1.6005, 0.1738], [1.7695, 2.4897, 0.4888], [0.9897, 1.0793, 0.6018], [-0.4632, 3.6300, 3.0386], [-0.7682, 2.8052, 2.6462], [-1.1854, 3.8660, 3.6184]], "forces_ev_per_a": [[-1.369, -0.169, -1.234], [0.136, -0.685, 1.193], [0.726, -0.691, -1.641], [-0.572, 1.368, -0.579], [0.656, 0.002, 0.581], [0.506, 0.477, 0.735], [0.121, -0.031, -0.095], [-0.077, 0.184, 0.026], [0.365, 0.448, 0.572], [0.058, -0.276, 0.534], [0.014, 0.064, -0.071], [-0.494, -0.029, 0.248], [-0.188, -0.562, -0.251], [0.442, -0.806, -1.111], [-0.434, 0.380, 0.627], [0.102, 0.331, 0.465], [0.057, -0.260, -0.246], [0.145, 0.000, -0.048], [-0.193, 0.256, 0.292]], "lowdin_charge": [-0.0927, -0.2560, -0.2809, -0.5048, 0.6612, 0.0823, 0.1179, 0.1262, 0.0901, 0.1153, 0.0499, 0.0680, -0.1568, -0.0475, 0.0308, -0.0033, -0.0534, 0.0248, 0.0289], "smiles": "OCCCS.O.O", "total_charge": 0, "max_force_ha_per_bohr": 0.0374, "e_above_lowest_ev": 0.831, "homo_energy_ev": -8.901}